1.
This record from the OMol25 dataset describes C17H14Cl2LuO2 as an isolated structure. The level of theory is ωB97M-V/def2-TZVPD.

CARTESIAN COORDINATES (ANGSTROEM)
C 2.4313 1.8111 -1.3809
C 1.8240 1.1881 -2.4949
C 1.9302 -0.2629 -2.2549
H 1.5812 1.6913 -3.4291
C 2.3475 -0.4250 -0.9137
C 2.6425 0.8628 -0.3476
H 3.0632 1.1353 0.6488
H 2.6815 2.8491 -1.2449
H 1.6194 -1.0659 -2.9201
H 2.5702 -1.3680 -0.4390
Lu -0.6163 0.1717 -1.5129
Cl -1.6411 2.4079 -1.7680
C -2.3771 -0.2907 -3.1564
C -1.7540 -1.5611 -2.9280
C -0.7125 -1.6977 -3.8895
H -2.2050 -2.3848 -2.3611
C -0.6647 -0.5188 -4.6681
C -1.6891 0.3447 -4.2262
H -2.0040 1.2559 -4.7435
H -3.3480 0.0158 -2.7570
H -0.2189 -2.6408 -4.1614
H -0.1073 -0.3994 -5.6108
Cl -0.7623 -0.6405 7.6527
C -0.6042 -0.3611 5.9483
C 0.2246 0.6380 5.4673
C 0.3771 0.8670 4.0834
C -0.3421 0.1597 3.1148
C -1.0737 -0.9330 3.6147
C -1.2479 -1.1700 5.0088
C -0.1702 0.3864 1.5654
O 0.2539 1.3994 0.9472
O -0.5620 -0.6206 0.8275
H 0.7749 1.2209 6.1921
H 1.1519 1.6033 3.7864
H -1.4987 -1.6944 2.9615
H -1.8741 -1.9735 5.3890

The calculation puts the LUMO energy at 2.52 eV. The value obtained for the energy above the lowest of the compared OMol25 structures with the same formula, charge and spin is 0.124 eV. The molecular weight is 496.170 g/mol. Its strongest force on any atom is 3.038 eV Å⁻¹. Its net charge is -1. The value obtained for the HOMO energy is -4.25 eV. For the orbital gap, the calculation gives 6.8 eV.

=====

2.
This record from the OMol25 dataset describes C17H14CrN4O6S as an isolated structure. The level of theory is ωB97M-V/def2-TZVPD.

CARTESIAN COORDINATES (ANGSTROEM)
Cr -1.0757 0.5210 -0.4397
O -2.8649 0.0481 -4.0889
C -2.0497 0.2797 -3.0576
O -2.3158 -0.1727 -1.9044
C -0.8466 1.0167 -3.2541
C -0.2581 1.5365 -4.4224
C 0.9817 2.1129 -4.3133
C 1.6470 2.1874 -3.0610
C 1.0147 1.6924 -1.9592
N -0.2007 1.1283 -2.0715
C 1.5075 1.6743 -0.5214
O 2.6512 1.9921 -0.2614
O 0.5857 1.3068 0.3126
H -3.6217 -0.4511 -3.7497
H -0.7777 1.4736 -5.3672
H 1.4624 2.5156 -5.1942
H 2.6295 2.6232 -2.9507
O -2.8989 2.0196 2.7613
C -2.4833 1.3466 1.8442
O -2.0148 1.7570 0.7112
C -2.5288 -0.1717 1.9626
C -3.1393 -0.8259 3.0181
C -3.2267 -2.2068 2.9592
C -2.7156 -2.8841 1.8599
C -2.0911 -2.1607 0.8588
N -1.9966 -0.8330 0.9321
H -3.5394 -0.2349 3.8289
H -3.7006 -2.7598 3.7601
H -2.7822 -3.9592 1.7774
H -1.6415 -2.6371 0.0007
C 4.1295 -0.7378 0.2583
N 3.1290 -0.7053 1.3107
C 3.2965 -0.0835 2.5345
C 2.1151 -0.1315 3.1780
N 1.2454 -0.7951 2.3363
C 1.8455 -1.1045 1.1668
S 1.1230 -1.8331 -0.1777
H 5.0876 -1.0234 0.6890
H 4.1896 0.2444 -0.2072
H 3.8202 -1.4726 -0.4795
H 4.2417 0.3303 2.8316
H 1.8200 0.2307 4.1438
H 0.2468 -0.8535 2.4451

The calculation puts the LUMO energy (spin up / spin down) at -0.54 / -0.62 eV. The value obtained for the energy above the lowest of the compared OMol25 structures with the same formula, charge and spin is 0.597 eV. The molecular weight is 454.384 g/mol. Its strongest force on any atom is 0.581 eV Å⁻¹. Its net charge is 0. The value obtained for the HOMO energy (spin up / spin down) is -6.41 / -7.77 eV. As for the expectation value of S²: 6.03. As for the multiplicity: 5. For the orbital gap (spin up / spin down), the calculation gives 5.9 / 7.2 eV.

=====

3.
This record from the OMol25 dataset describes C17H14CuN3Se as an isolated structure. The level of theory is ωB97M-V/def2-TZVPD.

CARTESIAN COORDINATES (ANGSTROEM)
Cu 2.5695 -0.3772 -0.1325
C 1.5315 -1.9458 3.6099
C 2.1170 -1.2856 2.5500
N 1.5608 -1.2624 1.3298
C 0.3942 -1.8768 1.1461
C -0.2800 -2.5473 2.1592
C 0.3237 -2.5953 3.4075
C -1.5604 -3.2357 1.9079
C -2.6478 -2.7758 1.2891
C -2.9008 -1.4213 0.7628
C -3.9471 -1.2122 -0.1280
C -4.1495 0.0822 -0.5739
N -3.3943 1.0998 -0.1743
C -2.4260 0.7955 0.6841
N -2.1390 -0.4026 1.1748
H 2.0150 -1.9504 4.5760
H 3.0582 -0.7635 2.6552
H -0.0197 -1.8326 0.1480
H -0.1578 -3.1240 4.2210
H -1.6040 -4.2559 2.2770
H -3.4721 -3.4689 1.1631
H -4.5763 -2.0261 -0.4607
H -4.9455 0.3113 -1.2736
H -1.8019 1.6158 1.0209
Se 4.0676 0.4814 -1.5776
C 2.9524 1.8891 -2.2756
C 1.9504 1.6174 -3.2056
C 1.1649 2.6379 -3.7218
C 1.3708 3.9518 -3.3236
C 2.3717 4.2318 -2.4045
C 3.1548 3.2100 -1.8847
H 1.7920 0.5950 -3.5249
H 0.3910 2.4027 -4.4424
H 0.7598 4.7489 -3.7272
H 2.5464 5.2524 -2.0867
H 3.9306 3.4365 -1.1646

The calculation puts the LUMO energy at -0.71 eV. The value obtained for the energy above the lowest of the compared OMol25 structures with the same formula, charge and spin is 0.000 eV. The molecular weight is 402.826 g/mol. Its strongest force on any atom is 0.326 eV Å⁻¹. Its net charge is 0. The value obtained for the HOMO energy is -7.17 eV. For the orbital gap, the calculation gives 6.5 eV.